No. 1
Molecular formula: C3HBr2ClO
Method: DFT, ωB97M-V with the def2-TZVPD basis set

## Properties
* 2S+1: 1
* DFT total energy: -5798.3479 a.u.
* SMILES: O=C(Cl)/C(Br)=C/Br
* energy relative to the best compared isomer or geometry (same formula, charge and spin): 0.00 kcal/mol
* orbital gap: 9.36 eV

XYZ file:
```
8
Properties=species:S:1:pos:R:3:forces:R:3
O 0.3917 1.3071 -1.5338 -0.908 0.697 0.502
C 0.7043 0.3028 -0.9891 0.409 -0.044 -1.171
Cl 2.0931 -0.5034 -1.6813 0.550 -0.522 0.004
C 0.0294 -0.3655 0.1362 0.880 -0.522 0.611
Br 0.8827 -1.8998 0.8745 -0.498 0.261 -0.109
C -0.9930 0.2444 0.7186 -0.156 2.455 -1.739
Br -1.7867 -0.3511 2.2316 -0.720 -0.127 0.812
H -1.3216 1.2656 0.2433 0.443 -2.198 1.090
```
Forces are in eV/Å.

No. 2
Molecular formula: C39H36Cl3N4O4OsS3
Method: DFT, ωB97M-V with the def2-TZVPD basis set

## Properties
* 2S+1: 1
* DFT total energy: -4693.4161 a.u.
* energy relative to the best compared isomer or geometry (same formula, charge and spin): 0.00 kcal/mol
* orbital gap: 6.51 eV
* net charge: +1

XYZ file:
```
90
Properties=species:S:1:pos:R:3:forces:R:3
Os 0.6142 -1.4904 0.4284 0.224 -1.169 1.825
C -1.3878 -3.2658 -1.2803 -0.074 -0.378 0.057
N -0.6331 -3.2820 0.0082 0.252 0.927 -0.720
C -1.5967 -3.4724 1.1043 -0.271 -0.345 -0.223
C -0.9396 -3.2385 2.4177 -0.080 -0.030 0.379
N -0.5622 -1.8289 2.5207 0.168 0.202 -0.517
C 0.2389 -1.6455 3.7546 -0.099 -0.012 0.145
C -1.6577 -0.8594 2.4885 0.008 -0.349 0.211
C -2.9480 -1.1048 2.9090 -0.082 -0.010 0.178
C -3.8828 -0.0685 2.8714 0.026 -0.043 -0.027
C -3.5187 1.1863 2.4091 0.151 -0.006 0.014
C -2.2103 1.4237 1.9892 -0.193 0.048 0.031
C -1.2853 0.3958 2.0385 0.142 0.229 -0.226
S 0.4027 0.5578 1.5959 0.336 0.805 -0.531
C 0.4196 -4.3187 -0.1086 -0.435 -0.233 0.018
C 0.3059 -5.5648 0.4769 -0.051 -0.058 -0.026
C 1.2973 -6.5150 0.2598 0.039 0.009 0.005
C 2.3839 -6.2140 -0.5476 -0.032 0.073 -0.065
C 2.5045 -4.9498 -1.1135 -0.003 -0.138 0.040
C 1.5289 -3.9918 -0.8810 0.028 0.297 -0.249
S 1.6555 -2.3416 -1.5162 0.435 0.155 -0.193
H -1.9244 -4.2109 -1.3810 0.015 -0.035 0.011
H -0.6991 -3.1426 -2.1076 0.041 0.024 -0.003
H -2.0913 -2.4473 -1.2773 -0.088 -0.061 -0.002
H -2.0498 -4.4631 1.0549 0.016 -0.052 -0.073
H -2.3975 -2.7517 0.9467 -0.027 0.002 -0.043
H -0.0198 -3.8148 2.4902 0.008 -0.020 0.065
H -1.5827 -3.5555 3.2441 -0.067 0.103 0.012
H -0.3606 -1.9450 4.6181 -0.035 -0.012 -0.019
H 0.5268 -0.6059 3.8601 0.010 0.014 -0.011
H 1.1280 -2.2660 3.6957 -0.019 -0.036 0.025
H -3.2410 -2.0807 3.2783 -0.009 0.036 -0.005
H -4.8932 -0.2509 3.2132 0.005 -0.010 -0.062
H -4.2501 1.9828 2.3693 0.010 -0.007 0.016
H -1.9086 2.3946 1.6145 -0.017 -0.013 0.009
H -0.5420 -5.8259 1.0956 0.024 0.005 0.000
H 1.2111 -7.4884 0.7240 0.001 0.009 -0.034
H 3.1455 -6.9597 -0.7338 0.007 0.017 0.026
H 3.3621 -4.6921 -1.7218 -0.001 -0.009 0.038
O 4.9806 -0.3744 2.5100 0.016 -0.168 0.040
C 5.0220 -1.7103 2.6843 0.061 0.202 -0.054
C 6.0988 -2.2278 3.4013 0.040 -0.060 0.030
C 6.2106 -3.5891 3.5881 0.016 -0.017 -0.016
C 5.2614 -4.4747 3.0683 0.021 0.035 -0.010
C 4.1738 -3.9670 2.3977 -0.063 0.008 0.050
C 4.0351 -2.5836 2.2087 0.004 -0.053 -0.011
C 2.8374 -2.0731 1.5621 -0.003 0.068 0.103
O 2.7599 -0.9276 1.0243 -0.754 0.237 -0.447
O 1.7551 -2.7541 1.5454 0.573 -0.374 0.208
H 4.2419 -0.1510 1.9241 -0.079 0.061 -0.060
H 6.8367 -1.5393 3.7907 -0.010 -0.012 -0.012
H 7.0555 -3.9762 4.1437 0.002 0.002 -0.029
H 5.3839 -5.5421 3.1896 -0.024 0.018 0.037
H 3.4091 -4.6226 1.9975 0.013 0.024 0.010
Cl -5.8621 6.0359 -2.8831 0.069 -0.025 0.006
C -4.2885 5.3105 -2.9378 -0.113 0.015 0.011
C -3.8469 4.5462 -1.8695 0.015 -0.058 0.016
C -2.5839 3.9822 -1.9263 0.001 0.006 0.015
C -1.7496 4.1687 -3.0250 0.007 -0.002 0.162
C -0.3634 3.5579 -3.0408 0.084 0.009 -0.039
C -0.3728 2.1328 -3.6198 -0.006 0.006 0.237
N -0.6981 1.1516 -2.5899 -0.171 -0.120 -0.346
C -1.9586 0.7431 -2.2154 0.066 0.124 -0.081
C -1.7835 -0.1431 -1.2051 0.159 0.157 0.234
N -0.4308 -0.2842 -0.9658 -0.260 -0.241 -0.065
C 0.1852 0.5128 -1.8160 -0.050 0.087 0.047
O 0.2056 3.4615 -1.7521 -0.024 0.144 0.056
C 0.9558 4.6157 -1.3322 0.003 -0.081 -0.028
C 0.2296 5.9094 -1.5162 -0.006 0.018 -0.107
C -0.7567 6.3547 -0.6874 0.074 -0.148 0.184
Cl -1.2742 5.6046 0.7717 0.015 0.022 -0.059
S -1.4949 7.7867 -1.2304 -0.166 0.201 -0.010
C -0.4717 7.8449 -2.5970 0.054 -0.024 -0.092
C 0.3944 6.7968 -2.6232 0.006 -0.024 0.056
C -2.2354 4.9296 -4.0808 0.019 -0.024 -0.115
Cl -1.2634 5.1737 -5.5091 -0.053 -0.022 0.078
C -3.4951 5.5057 -4.0530 0.003 0.023 -0.044
H -4.4812 4.4084 -1.0037 0.023 0.011 -0.027
H -2.2104 3.4095 -1.0859 0.001 0.039 -0.008
H 0.2801 4.1546 -3.6914 -0.030 0.050 -0.044
H 0.6076 1.8937 -4.0255 0.030 -0.095 0.063
H -1.1082 2.0419 -4.4156 0.028 0.041 -0.085
H -2.8485 1.1276 -2.6831 0.035 -0.029 -0.013
H -2.5264 -0.6599 -0.6238 -0.016 0.124 0.059
H 1.2497 0.6708 -1.8667 -0.012 -0.026 -0.022
H 1.9041 4.6334 -1.8757 0.017 0.050 -0.040
H 1.1621 4.4433 -0.2780 0.035 -0.064 0.007
H -0.5654 8.6522 -3.3070 0.028 -0.031 0.042
H 1.1396 6.6562 -3.3959 -0.057 -0.008 0.016
H -3.8484 6.0951 -4.8875 0.017 -0.002 0.023
```
Forces are in eV/Å.

No. 3
Molecular formula: C3H2NO2Se
Method: DFT, ωB97M-V with the def2-TZVPD basis set

## Properties
* 2S+1: 1
* DFT total energy: -2722.1954 a.u.
* energy relative to the best compared isomer or geometry (same formula, charge and spin): 23.19 kcal/mol
* orbital gap: 7.20 eV
* net charge: -1

XYZ file:
```
9
Properties=species:S:1:pos:R:3:forces:R:3
C 1.6778 0.4389 1.1102 0.514 0.365 1.805
C 1.6827 1.4402 -1.2682 -0.146 -0.336 0.356
C 1.2731 0.3354 -0.2045 -3.426 0.832 -2.431
N 2.0312 0.5765 2.2025 -0.090 -0.140 -0.206
O 0.7582 2.0764 -1.7702 -0.165 0.503 -0.511
O 2.8931 1.4588 -1.4626 1.063 -0.101 -0.033
Se -1.1817 1.0005 -0.4807 2.417 -1.107 0.876
H 1.2516 -0.6651 -0.6248 0.067 0.047 0.099
H -1.5804 0.0727 0.6025 -0.233 -0.064 0.045
```
Forces are in eV/Å.

No. 4
Molecular formula: C23H14BF6N4O3
Method: DFT, ωB97M-V with the def2-TZVPD basis set

## Properties
* 2S+1: 1
* DFT total energy: -1953.5726 a.u.
* energy relative to the best compared isomer or geometry (same formula, charge and spin): 0.00 kcal/mol
* orbital gap: 6.74 eV
* net charge: -1

XYZ file:
```
51
Properties=species:S:1:pos:R:3:forces:R:3
F 1.8595 0.6551 2.5540 -0.788 -0.024 0.157
C 0.5002 0.8240 2.6363 -0.467 0.136 0.073
C 0.0171 1.4889 3.7559 -0.133 0.143 0.059
C -1.3573 1.7300 3.8594 0.163 -0.003 -0.264
C -2.2142 1.3772 2.8087 0.106 0.080 0.027
C -1.6713 0.7196 1.7175 0.247 0.219 0.272
F -2.5052 0.4085 0.6702 0.337 0.055 0.652
C -0.3333 0.3324 1.6312 0.059 0.085 0.454
B 0.1144 -0.6571 0.4818 0.013 1.095 -1.342
C 1.6356 -1.1302 0.5006 0.257 -0.203 0.444
C 2.6316 -0.5569 -0.2805 0.213 -0.085 0.486
F 2.4130 0.6924 -0.8281 0.010 -1.014 -0.080
C 3.8948 -1.1147 -0.4407 -0.032 0.252 0.122
C 4.2527 -2.2020 0.3593 -0.366 -0.038 -0.042
C 3.3328 -2.7299 1.2726 -0.057 0.025 -0.085
C 2.0545 -2.1892 1.3099 0.438 0.138 -0.307
F 1.1837 -2.6963 2.2395 0.408 0.187 -0.558
C -0.8394 -1.9393 0.2852 -0.006 -0.037 0.304
C -0.9191 -2.5878 -0.9445 -0.197 -0.182 0.257
F -0.2033 -2.0793 -2.0019 -0.502 -0.252 0.528
C -1.6678 -3.7383 -1.1694 0.088 0.049 -0.022
C -2.3572 -4.3116 -0.0989 -0.014 0.370 0.091
C -2.3199 -3.6955 1.1556 -0.007 0.028 -0.052
C -1.5654 -2.5378 1.3175 -0.103 -0.441 -0.299
F -1.5296 -2.0122 2.5806 -0.061 -0.244 -0.696
H -0.0007 0.0644 -0.5326 0.322 -0.774 0.877
H 0.7217 1.8136 4.5219 -0.243 -0.090 -0.141
H -1.7566 2.2240 4.7454 0.107 -0.090 -0.247
H -3.2796 1.5995 2.8247 0.221 -0.035 0.071
H 4.5660 -0.6577 -1.1621 0.081 -0.088 0.230
H 5.2481 -2.6370 0.2862 -0.209 0.115 -0.035
H 3.5746 -3.5558 1.9394 0.050 0.190 -0.162
H -1.7018 -4.1507 -2.1740 0.036 -0.066 0.189
H -2.9394 -5.2245 -0.2368 0.161 0.295 -0.014
H -2.8754 -4.0845 2.0090 0.197 0.003 -0.225
C -2.6629 4.2423 -1.0502 0.017 0.324 0.400
O -1.3909 4.6736 -1.5916 -0.344 -0.492 -0.070
C -0.6577 3.6511 -2.0466 1.501 1.132 -1.033
N 0.4034 3.9867 -2.8009 -1.753 0.896 0.871
C 1.0289 2.9490 -3.3183 2.426 -1.957 -1.181
N 2.1903 2.9318 -4.0687 -2.333 0.070 1.639
O 2.5167 1.6020 -4.1964 -1.395 -0.963 0.652
N 1.5278 0.7520 -3.5202 0.452 0.728 -0.284
O 1.7178 -0.4428 -3.4734 -0.185 1.092 -0.226
C 0.5844 1.6060 -3.0340 2.556 -0.007 -0.656
C -0.4322 1.3678 -2.1206 -1.619 1.022 -0.657
N -1.0950 2.4444 -1.6877 0.512 -2.457 -0.070
H -3.1430 5.1554 -0.6986 0.067 -0.077 -0.036
H -3.2707 3.7644 -1.8235 0.118 0.110 0.058
H -2.5182 3.5211 -0.2376 -0.103 0.351 -0.162
H -0.7624 0.3540 -1.9248 -0.247 0.429 0.036
```
Forces are in eV/Å.